1.
DFT (wB97M-V/def2-TZVPD) results for 2 unconnected molecules or ions with the total composition C3H9NO at a distorted geometry.

```
14
Properties=species:S:1:pos:R:3:nbo_charge:R:1
C -3.754 1.815 2.882 -0.476
N -3.220 0.422 2.700 -0.171
H -3.023 2.496 2.580 0.262
H -4.124 1.783 3.996 0.316
H -4.623 2.010 2.289 0.270
H -3.786 -0.109 2.177 0.392
H -2.273 0.333 2.514 0.407
O 1.953 0.262 -1.805 -0.546
C 2.264 -0.960 -1.905 0.419
C 3.476 -1.603 -2.466 -0.733
H 1.372 -1.574 -1.377 0.110
H 4.266 -0.975 -2.827 0.248
H 3.265 -2.331 -3.279 0.255
H 3.924 -2.204 -1.604 0.247
```

Results
<S²> ... 0.7539
2S+1 ... 2
Lowest unoccupied orbital energy (spin up / spin down) ... -3.9126 / -9.4361 eV
Total charge ... +1
ΔE to the lowest compared entry with this formula, charge and spin ... 65.9 kcal per mole
Orbital gap (spin up / spin down) ... 7.90 / 2.38 eV
Calculated total energy ... -249.2872 hartree
HOMO energy (spin up / spin down) ... -11.8 / -11.8 eV



2.
DFT (wB97M-V/def2-TZVPD) results for 2 unconnected molecules or ions with the total composition C3H9NO at a distorted geometry.

```
14
Properties=species:S:1:pos:R:3:nbo_charge:R:1
C -1.087 0.599 -0.391 -0.180
C -0.022 0.120 0.355 0.045
N 1.226 0.651 0.966 -0.344
C 1.779 0.052 2.265 -0.445
H -1.198 1.313 -1.175 0.243
H -1.980 -0.003 -0.282 0.236
H -0.134 -0.948 0.624 0.235
H 1.477 1.677 0.920 0.436
H 2.615 -0.629 1.896 0.259
H 1.133 -0.699 2.759 0.254
H 2.140 0.921 2.862 0.257
H -2.214 -1.015 -2.851 0.446
H -1.723 -0.655 -4.216 0.466
O -2.012 -1.383 -3.732 -0.909
```

Results
<S²> ... 0.7879
2S+1 ... 2
Lowest unoccupied orbital energy (spin up / spin down) ... -4.5869 / -7.8585 eV
Total charge ... +1
ΔE to the lowest compared entry with this formula, charge and spin ... 49.5 kcal per mole
Orbital gap (spin up / spin down) ... 9.89 / 6.61 eV
Calculated total energy ... -249.3134 hartree
HOMO energy (spin up / spin down) ... -14.5 / -14.5 eV



3.
DFT (wB97M-V/def2-TZVPD) results for 2 unconnected molecules or ions with the total composition C3H9NO2 at a distorted geometry.

```
15
Properties=species:S:1:pos:R:3:nbo_charge:R:1
N 0.279 -0.188 2.493 -0.866
C 0.044 -0.776 1.204 -0.196
C 0.698 0.094 0.126 -0.529
C 0.434 -0.458 -1.234 0.457
O 1.217 -0.396 -2.149 -0.536
H 1.013 0.509 2.506 0.368
H 0.180 -0.743 3.325 0.377
H 0.439 -1.789 1.148 0.169
H -1.017 -0.803 0.953 0.176
H 1.777 0.117 0.254 0.220
H 0.329 1.102 0.321 0.239
H -0.528 -0.969 -1.394 0.114
O -1.691 1.384 -2.132 -0.943
H -2.240 1.090 -2.866 0.474
H -0.933 1.824 -2.555 0.476
```

Results
Lowest unoccupied orbital energy ... 0.8176 eV
ΔE to the lowest compared entry with this formula, charge and spin ... 37.2 kcal per mole
SMILES ... NCCC=O.O
Orbital gap ... 9.89 eV
Calculated total energy ... -324.9134 hartree
HOMO energy ... -9.1 eV



4.
DFT (wB97M-V/def2-TZVPD) results for 2 unconnected molecules or ions with the total composition C3H9NO2 at a distorted geometry.

```
15
Properties=species:S:1:pos:R:3:nbo_charge:R:1
C -2.811 0.699 0.089 -0.745
C -1.425 1.206 -0.096 0.787
O -0.675 1.428 -1.051 -0.609
O -0.849 0.989 1.086 -0.722
H -2.880 -0.093 0.932 0.253
H -3.301 0.090 -0.709 0.246
H -3.564 1.491 0.444 0.250
H 0.130 0.865 1.184 0.532
C 2.493 -1.394 -0.060 -0.446
N 1.620 -0.216 -0.255 -0.889
H 3.530 -1.396 -0.441 0.200
H 2.237 -2.267 -0.675 0.196
H 2.293 -1.872 0.997 0.190
H 2.200 0.669 -0.374 0.367
H 1.001 -0.199 -1.070 0.390
```

Results
Lowest unoccupied orbital energy ... 0.8049 eV
ΔE to the lowest compared entry with this formula, charge and spin ... 47.3 kcal per mole
SMILES ... CC(=O)O.CN
Orbital gap ... 10.37 eV
Calculated total energy ... -324.8972 hartree
HOMO energy ... -9.6 eV



5.
DFT (wB97M-V/def2-TZVPD) results for 2 unconnected molecules or ions with the total composition C3H9NO2 at a distorted geometry.

```
15
Properties=species:S:1:pos:R:3:nbo_charge:R:1
C 2.615 0.138 -0.143 -0.738
C 1.824 -0.793 0.712 0.456
O 0.869 -0.552 1.393 -0.529
H 2.928 -0.308 -1.086 0.236
H 3.498 0.511 0.374 0.251
H 2.092 1.051 -0.441 0.233
H 2.320 -1.774 0.854 0.099
N -1.174 1.389 -0.049 -0.836
C -2.200 0.396 -0.367 0.076
O -1.728 -0.643 -1.239 -0.738
H -0.449 0.834 0.393 0.364
H -0.780 1.691 -0.941 0.346
H -2.539 -0.066 0.553 0.155
H -3.008 0.937 -0.854 0.161
H -1.508 -1.357 -0.652 0.464
```

Results
Lowest unoccupied orbital energy ... 0.7914 eV
ΔE to the lowest compared entry with this formula, charge and spin ... 40.5 kcal per mole
SMILES ... CC=O.NCO
Orbital gap ... 10.37 eV
Calculated total energy ... -324.9081 hartree
HOMO energy ... -9.6 eV



6.
DFT (wB97M-V/def2-TZVPD) results for 2 unconnected molecules or ions with the total composition C3H9NO2 at a distorted geometry.

```
15
Properties=species:S:1:pos:R:3:nbo_charge:R:1
N 1.582 1.843 -1.111 -0.804
C 1.422 1.112 0.127 -0.219
C 0.637 -0.234 0.049 -0.545
C -0.119 -0.453 1.355 0.461
O -0.185 -1.458 1.997 -0.511
H 0.746 1.719 -1.680 0.346
H 2.245 1.338 -1.705 0.348
H 2.331 0.901 0.696 0.202
H 0.889 1.753 0.839 0.184
H 1.201 -1.159 -0.110 0.222
H 0.055 -0.127 -0.870 0.225
H -0.608 0.483 1.685 0.091
O -3.570 -1.586 -0.481 -0.947
H -3.027 -2.027 -1.122 0.471
H -3.597 -2.104 0.331 0.477
```

Results
Lowest unoccupied orbital energy ... 0.7690 eV
ΔE to the lowest compared entry with this formula, charge and spin ... 42.8 kcal per mole
SMILES ... NCCC=O.O
Orbital gap ... 10.43 eV
Calculated total energy ... -324.9044 hartree
HOMO energy ... -9.7 eV



7.
DFT (wB97M-V/def2-TZVPD) results for 2 unconnected molecules or ions with the total composition C3H9NO2.

```
15
Properties=species:S:1:pos:R:3:nbo_charge:R:1
C -1.834 -1.160 -0.658 -0.712
C -0.794 -0.459 -1.504 0.673
N -0.743 -0.818 -2.815 -0.826
O -0.039 0.367 -1.033 -0.619
H -2.548 -1.715 -1.262 0.202
H -2.382 -0.394 -0.113 0.244
H -1.342 -1.797 0.068 0.243
H -0.056 -0.381 -3.406 0.402
H -1.366 -1.490 -3.222 0.391
C 2.093 1.156 2.543 -0.243
O 0.816 1.409 1.994 -0.717
H 2.421 1.945 3.230 0.154
H 2.855 1.036 1.769 0.161
H 2.027 0.231 3.105 0.176
H 0.893 2.070 1.303 0.470
```

Results
Lowest unoccupied orbital energy ... 0.9028 eV
ΔE to the lowest compared entry with this formula, charge and spin ... 20.7 kcal per mole
SMILES ... CC(N)=O.CO
Orbital gap ... 10.59 eV
Calculated total energy ... -324.9397 hartree
HOMO energy ... -9.7 eV



8.
DFT (wB97M-V/def2-TZVPD) results for 2 unconnected molecules or ions with the total composition C3H9NO2.

```
15
Properties=species:S:1:pos:R:3:nbo_charge:R:1
C -1.369 -0.520 0.659 -0.725
C -1.416 -0.042 -0.763 0.671
N -2.627 0.338 -1.237 -0.817
O -0.437 -0.050 -1.485 -0.624
H -0.593 0.012 1.215 0.242
H -0.954 -1.534 0.619 0.252
H -2.329 -0.514 1.171 0.211
H -2.556 0.801 -2.129 0.401
H -3.329 0.637 -0.580 0.388
C 2.623 0.147 0.056 -0.244
O 2.754 -0.334 1.381 -0.735
H 2.227 -0.640 -0.549 0.187
H 1.952 0.993 -0.024 0.169
H 3.596 0.414 -0.373 0.158
H 2.457 0.293 2.039 0.466
```

Results
Lowest unoccupied orbital energy ... 0.7645 eV
ΔE to the lowest compared entry with this formula, charge and spin ... 22.2 kcal per mole
SMILES ... CC(N)=O.CO
Orbital gap ... 10.65 eV
Calculated total energy ... -324.9373 hartree
HOMO energy ... -9.9 eV



9.
DFT (wB97M-V/def2-TZVPD) results for 2 unconnected molecules or ions with the total composition C3H9NO2 at a distorted geometry.

```
15
Properties=species:S:1:pos:R:3:nbo_charge:R:1
C -0.052 1.106 -1.952 -0.621
C 0.074 1.039 -0.434 -0.161
N -0.472 2.236 0.191 -0.827
C -0.734 -0.101 0.180 0.464
O -0.367 -0.781 1.104 -0.552
H 0.381 2.031 -2.330 0.218
H -1.109 1.184 -2.242 0.206
H 0.369 0.253 -2.470 0.226
H 1.127 0.919 -0.171 0.199
H 0.157 2.626 0.855 0.378
H -0.772 2.916 -0.496 0.368
H -1.813 -0.029 -0.061 0.109
O 1.307 -3.127 1.069 -0.958
H 0.744 -2.362 1.113 0.489
H 0.967 -3.727 0.411 0.462
```

Results
Lowest unoccupied orbital energy ... 0.7866 eV
ΔE to the lowest compared entry with this formula, charge and spin ... 33.7 kcal per mole
SMILES ... C[C@@H](N)C=O.O
Orbital gap ... 10.48 eV
Calculated total energy ... -324.9189 hartree
HOMO energy ... -9.7 eV



10.
DFT (wB97M-V/def2-TZVPD) results for 2 unconnected molecules or ions with the total composition C3H9NO2 at a distorted geometry.

```
15
Properties=species:S:1:pos:R:3:nbo_charge:R:1
C 0.000 0.000 0.000 -0.618
C -1.238 0.577 0.518 -0.225
N -1.806 -0.153 1.662 -0.628
C -1.487 0.018 2.970 0.535
O -0.779 0.886 3.351 -0.608
H 0.841 0.112 0.705 0.229
H 0.242 0.547 -0.927 0.207
H -0.115 -1.070 -0.243 0.206
H -1.089 1.660 0.689 0.214
H -2.031 0.463 -0.247 0.194
H -2.393 -0.977 1.506 0.388
H -1.913 -0.785 3.619 0.101
O 2.810 1.348 0.567 -0.937
H 2.822 1.760 -0.327 0.469
H 2.025 1.743 1.011 0.472
```

Results
Lowest unoccupied orbital energy ... 0.7415 eV
ΔE to the lowest compared entry with this formula, charge and spin ... 24.1 kcal per mole
SMILES ... CCNC=O.O
Orbital gap ... 10.57 eV
Calculated total energy ... -324.9342 hartree
HOMO energy ... -9.8 eV



11.
DFT (wB97M-V/def2-TZVPD) results for 2 unconnected molecules or ions with the total composition C3H9NO2 at a distorted geometry.

```
15
Properties=species:S:1:pos:R:3:nbo_charge:R:1
C 1.448 -0.674 0.868 -0.604
C 0.162 -0.396 0.011 -0.171
N 0.316 -1.142 -1.243 -0.801
C -1.021 -0.771 0.877 0.436
O -1.514 -1.859 0.896 -0.522
H 2.296 -0.694 0.189 0.229
H 1.295 -1.599 1.433 0.211
H 1.557 0.179 1.543 0.206
H 0.250 0.662 -0.235 0.205
H 0.591 -2.106 -1.067 0.354
H -0.667 -1.273 -1.500 0.354
H -1.427 0.114 1.448 0.100
O -1.159 2.801 -1.200 -0.929
H -0.800 3.121 -0.371 0.462
H -1.327 3.636 -1.649 0.469
```

Results
Lowest unoccupied orbital energy ... 0.5970 eV
ΔE to the lowest compared entry with this formula, charge and spin ... 39.5 kcal per mole
SMILES ... C[C@@H](N)C=O.O
Orbital gap ... 10.15 eV
Calculated total energy ... -324.9097 hartree
HOMO energy ... -9.6 eV



12.
DFT (wB97M-V/def2-TZVPD) results for 2 unconnected molecules or ions with the total composition C3H9NO2.

```
15
Properties=species:S:1:pos:R:3:nbo_charge:R:1
C -0.512 -0.599 1.105 0.294
C -1.440 0.230 0.384 -0.256
C 2.014 1.235 -0.929 -0.220
N -0.409 -1.886 0.859 -0.705
O 0.874 0.737 -0.316 -0.917
O -2.321 -0.538 -0.432 -0.735
H -2.254 -0.199 -1.330 0.486
H 0.108 -0.165 1.873 0.233
H -0.981 -2.269 0.118 0.423
H 0.357 -2.432 1.216 0.410
H -1.968 0.946 1.019 0.200
H -0.576 0.810 -0.225 0.383
H 1.962 1.194 -2.033 0.133
H 2.911 0.651 -0.650 0.137
H 2.235 2.284 -0.659 0.132
```

Results
Lowest unoccupied orbital energy ... 0.5493 eV
ΔE to the lowest compared entry with this formula, charge and spin ... 92.7 kcal per mole
Orbital gap ... 8.29 eV
Calculated total energy ... -324.8249 hartree
HOMO energy ... -7.7 eV



13.
DFT (wB97M-V/def2-TZVPD) results for 2 unconnected molecules or ions with the total composition C3H9NO2S at a distorted geometry.

```
16
Properties=species:S:1:pos:R:3:nbo_charge:R:1
N -1.077 1.564 -1.528 -0.822
C -0.805 0.580 -0.620 0.713
O -1.681 0.131 0.098 -0.654
C 0.646 0.197 -0.415 -0.519
C 0.947 0.226 1.081 -0.530
S 2.518 -0.401 1.680 -0.019
H -0.642 1.511 -2.434 0.400
H -2.032 1.881 -1.462 0.401
H 1.363 0.825 -0.943 0.221
H 0.811 -0.801 -0.830 0.236
H 1.031 1.273 1.383 0.219
H 0.084 -0.089 1.664 0.247
H 2.254 -1.718 1.634 0.117
O -2.594 -1.360 -1.863 -0.971
H -2.643 -1.102 -0.926 0.496
H -2.738 -2.316 -1.907 0.467
```

Results
Lowest unoccupied orbital energy ... 0.8152 eV
ΔE to the lowest compared entry with this formula, charge and spin ... 16.5 kcal per mole
SMILES ... NC(=O)CCS.O
Orbital gap ... 10.02 eV
Calculated total energy ... -723.1420 hartree
HOMO energy ... -9.2 eV



14.
DFT (wB97M-V/def2-TZVPD) results for a single C3H9NO2S molecule at a distorted geometry.

```
16
Properties=species:S:1:pos:R:3:nbo_charge:R:1
C -1.763 -0.994 -0.677 -0.596
C -0.810 -0.082 -1.389 -0.209
N 0.422 -0.232 -0.510 -0.919
S 1.115 1.013 0.281 2.263
C 1.148 0.424 2.015 -0.840
O 0.345 2.222 0.047 -0.934
O 2.518 1.098 -0.183 -0.953
H -1.255 -1.939 -0.731 0.205
H -2.016 -0.700 0.301 0.207
H -2.771 -1.061 -1.226 0.201
H -0.566 -0.676 -2.321 0.190
H -1.111 0.912 -1.653 0.233
H 1.086 -0.849 -0.950 0.416
H 0.168 -0.007 2.405 0.248
H 1.996 -0.302 1.975 0.251
H 1.494 1.173 2.616 0.237
```

Results
Lowest unoccupied orbital energy ... 0.6849 eV
ΔE to the lowest compared entry with this formula, charge and spin ... 57.7 kcal per mole
SMILES ... CCNS(C)(=O)=O
Orbital gap ... 10.89 eV
Calculated total energy ... -723.0764 hartree
HOMO energy ... -10.2 eV



15.
DFT (wB97M-V/def2-TZVPD) results for 2 unconnected molecules or ions with the total composition C3H9NO2S at a distorted geometry.

```
16
Properties=species:S:1:pos:R:3:nbo_charge:R:1
N -0.583 1.065 0.582 -0.823
C -0.208 0.390 -0.626 -0.193
C 0.287 -1.018 -0.436 0.437
O 1.351 -1.441 -0.809 -0.508
C -0.916 0.563 -1.949 -0.462
S -1.497 2.327 -2.240 -0.122
H 0.019 1.840 0.824 0.379
H -1.505 1.489 0.515 0.365
H 0.771 0.845 -0.994 0.209
H -0.269 -1.632 0.301 0.111
H -1.829 -0.031 -2.010 0.213
H -0.207 0.343 -2.741 0.247
H -1.613 3.175 -1.168 0.148
O 2.752 -3.930 6.073 -0.933
H 2.607 -3.072 5.669 0.467
H 2.153 -3.943 6.820 0.466
```

Results
Lowest unoccupied orbital energy ... 0.4208 eV
ΔE to the lowest compared entry with this formula, charge and spin ... 65.3 kcal per mole
SMILES ... N[C@@H](C=O)CS.O
Orbital gap ... 9.94 eV
Calculated total energy ... -723.0643 hartree
HOMO energy ... -9.5 eV



16.
DFT (wB97M-V/def2-TZVPD) results for a single C3H9NO2S3 molecule at a distorted geometry.

```
18
Properties=species:S:1:pos:R:3:nbo_charge:R:1
C 1.598 -0.825 -0.746 -0.425
N 1.275 0.329 0.047 -0.646
C 1.436 1.608 -0.589 -0.427
S -0.079 0.175 1.012 2.172
O 0.040 -1.054 1.755 -0.956
O -0.265 1.392 1.742 -0.926
C -1.947 -0.200 -0.141 -0.687
S -3.222 0.429 0.898 0.079
S -1.872 -1.927 -0.516 0.025
H 1.344 -1.709 -0.165 0.241
H 1.051 -0.843 -1.697 0.182
H 2.668 -0.829 -0.953 0.208
H 0.923 1.661 -1.557 0.177
H 1.035 2.365 0.081 0.244
H 2.501 1.792 -0.747 0.211
H -1.879 0.390 -1.048 0.238
H -3.032 -0.432 1.896 0.130
H -1.576 -2.323 0.727 0.158
```

Results
Lowest unoccupied orbital energy ... 0.3394 eV
ΔE to the lowest compared entry with this formula, charge and spin ... 1.2 kcal per mole
SMILES ... CN(C)S(=O)(=O)C(S)S
Orbital gap ... 9.19 eV
Calculated total energy ... -1519.4384 hartree
HOMO energy ... -8.8 eV